# 1
Entry from OMol25: a structure of composition C17H15NO4S2 at a distorted geometry (the ωB97M-V functional and the def2-TZVPD basis).

Its HOMO energy is -7.80 eV. Its spin multiplicity is 1. The energy relative to the best compared isomer or geometry (same formula, charge and spin) comes out at 12.690 eV. As for the gap between HOMO and LUMO: 7.1 eV.

Each line ends with the Mulliken charge.
Cartesian coordinates (Å):
C (-6.808698, 2.163535, 1.146249)  -1.517
C (-5.465228, 2.036910, 0.697937)  0.032
O (-5.343625, 0.877877, -0.062332)  -0.325
C (-3.997521, 0.579011, -0.668328)  0.097
C (-2.827057, 1.212546, -0.577715)  0.485
C (-1.530193, 0.939530, -1.019836)  0.289
C (-1.395220, -0.094183, -1.858048)  -0.109
C (-2.728131, -1.094359, -2.033162)  -1.137
C (-3.866753, -0.662137, -1.445813)  -0.330
H (-4.839162, -1.077287, -1.675765)  0.351
H (-2.644435, -1.876034, -2.459374)  0.775
N (-0.247887, -0.675077, -2.183719)  -0.393
C (0.549809, 0.246278, -2.069592)  0.517
S (2.190733, 0.246498, -2.311591)  -0.135
C (3.043984, 1.204963, -1.257463)  -1.323
C (3.150910, 0.861433, 0.196817)  1.242
O (2.432105, 1.465858, 0.905232)  -0.651
C (3.803021, -0.412128, 0.432966)  0.201
C (4.363714, -1.216036, -0.426569)  0.074
C (5.185131, -2.252679, -0.146156)  -1.140
C (5.053105, -3.002096, 1.040387)  0.901
C (4.431428, -2.163669, 2.174599)  -0.718
C (3.647308, -1.024168, 1.884730)  0.058
O (3.056256, -0.350111, 2.842928)  -0.428
H (2.478006, 0.099084, 2.516691)  0.245
H (4.116464, -2.654120, 3.041132)  0.251
O (5.692513, -4.030302, 1.116699)  -0.556
H (5.453251, -4.402015, 2.352931)  0.442
H (5.826388, -2.775475, -0.966989)  0.244
H (4.577648, -0.676388, -1.523824)  0.089
H (2.521958, 2.229383, -1.122176)  0.585
H (4.080596, 1.307546, -1.643838)  0.571
S (-0.066959, 1.627924, -0.763917)  -0.378
H (-2.757063, 2.186190, 0.134450)  0.078
H (-4.981370, 2.916377, 0.136066)  0.259
H (-4.747146, 1.888149, 1.812791)  0.190
H (-7.480336, 2.025353, 0.215263)  0.274
H (-7.002508, 1.403313, 1.728931)  0.444
H (-6.925034, 2.920504, 1.839409)  0.450

Cartesian forces (eV/Å) of the 3 atoms listed first:
C -1.87 1.29 -4.51
C 6.11 0.68 2.06
O 3.47 -1.34 -2.14

# 2
Entry from OMol25: the molecule C17H15NO6S2 at a distorted geometry (the ωB97M-V functional and the def2-TZVPD basis).

Its HOMO energy is -8.52 eV. Its spin multiplicity is 1. As for the gap between HOMO and LUMO: 8.7 eV.

Each line ends with the Mulliken charge.
Cartesian coordinates (Å):
C (2.734080, 3.899356, 5.556326)  -0.835
O (1.822682, 3.912916, 4.466162)  -0.409
C (2.232897, 3.339833, 3.285160)  0.829
C (1.268701, 3.294811, 2.251435)  -0.609
C (1.527513, 2.743421, 1.018732)  0.012
C (2.796093, 2.152048, 0.750941)  -0.225
O (2.982842, 1.582525, -0.485920)  -0.479
C (2.331660, 0.369063, -0.634233)  0.276
C (1.958772, -0.497052, 0.342457)  -0.155
C (1.161328, -1.637262, -0.107468)  -0.549
C (1.020745, -1.631777, -1.468663)  -0.076
S (0.175588, -2.838533, -2.508479)  1.284
O (-0.047162, -4.082067, -1.741046)  -0.666
O (0.975581, -3.092403, -3.731601)  -0.672
C (-1.438820, -2.147497, -2.921182)  -0.916
N (-1.993708, -1.401034, -1.788756)  0.015
C (-2.459882, -2.093543, -0.674419)  -0.352
C (-2.845538, -1.408911, 0.459461)  -0.521
C (-2.698110, 0.064436, 0.600985)  -0.509
C (-2.062909, 0.733960, -0.444385)  0.248
O (-1.847301, 2.084218, -0.362185)  -0.592
C (-1.752246, -0.013640, -1.698643)  0.815
O (-1.240344, 0.596997, -2.640051)  -0.691
S (1.871037, -0.306446, -2.197525)  -0.141
C (3.749941, 2.137771, 1.789232)  -0.599
C (3.480349, 2.746385, 3.039566)  -0.491
H (2.175647, 4.248064, 6.432820)  0.237
H (3.128522, 2.896766, 5.763983)  0.338
H (3.585840, 4.566660, 5.392156)  0.346
H (0.308998, 3.732608, 2.459235)  0.431
H (0.772303, 2.750574, 0.261796)  0.478
H (2.144236, -0.328194, 1.392145)  0.426
H (0.716130, -2.377481, 0.543945)  0.504
H (-2.112614, -2.935754, -3.289598)  0.450
H (-1.280759, -1.499830, -3.770386)  0.448
H (-2.517829, -3.158154, -0.691341)  0.434
H (-3.312041, -1.970959, 1.272507)  0.379
H (-2.985329, 0.547012, 1.541190)  0.418
H (-1.557641, 2.355692, -1.230954)  0.339
H (4.675781, 1.582569, 1.662200)  0.401
H (4.251225, 2.779108, 3.800659)  0.377

Cartesian forces (eV/Å) of the 3 atoms listed first:
C 0.01 0.00 0.23
O 0.46 -0.32 -0.50
C 0.06 -0.55 -0.56

# 3
Entry from OMol25: a structure of composition C17H16AuBF6N2O6S2 at a distorted geometry (the ωB97M-V functional and the def2-TZVPD basis).

Its HOMO energy is -8.91 eV. Its spin multiplicity is 1. The energy relative to the best compared isomer or geometry (same formula, charge and spin) comes out at 0.296 eV. As for the gap between HOMO and LUMO: 7.7 eV.

Each line ends with the Mulliken charge.
Cartesian coordinates (Å):
Au (0.157416, 0.039810, 0.215124)  0.821
F (-5.340611, 1.174745, 0.732137)  -0.201
C (-4.243121, 1.911096, 0.635190)  0.507
F (-4.099038, 2.595943, 1.766300)  -0.196
F (-4.394492, 2.769751, -0.364360)  -0.211
S (-2.755951, 0.820202, 0.289986)  1.206
O (-1.643372, 1.707962, 0.057215)  -0.703
O (-2.587260, -0.087122, 1.381849)  -0.535
N (-3.295348, 0.127413, -1.025774)  -0.438
S (-2.305673, -0.813091, -1.774182)  0.987
O (-0.894848, -0.470755, -1.567380)  -0.733
O (-2.664409, -1.058807, -3.120843)  -0.635
C (-2.436981, -2.483787, -0.894130)  0.814
F (-3.702116, -2.782408, -0.624944)  -0.248
F (-1.757525, -2.461337, 0.252663)  -0.188
F (-1.923915, -3.464992, -1.636247)  -0.218
C (2.153150, -4.120139, -2.009471)  -1.904
C (2.518708, -3.310305, -0.765070)  1.616
C (2.892041, -4.263095, 0.374809)  -1.993
O (1.343613, -2.584506, -0.323712)  -0.365
B (1.671660, -1.302205, -0.112899)  0.098
O (2.942788, -0.997686, -0.421673)  -0.457
C (3.583688, -2.165171, -1.003329)  1.696
C (3.836350, -1.840747, -2.477044)  -1.986
C (4.922102, -2.390926, -0.299625)  -1.803
H (1.396413, -4.854145, -1.743724)  0.479
H (3.029045, -4.644136, -2.386966)  0.362
H (1.741203, -3.491989, -2.794778)  0.321
H (2.040986, -4.901846, 0.597646)  0.494
H (3.134462, -3.710706, 1.278615)  0.356
H (3.736563, -4.887253, 0.096039)  0.394
H (2.910730, -1.555550, -2.970868)  0.313
H (4.284476, -2.692040, -2.983024)  0.379
H (4.517380, -0.994073, -2.536954)  0.523
H (4.808324, -2.387343, 0.781658)  0.320
H (5.607470, -1.591134, -0.569855)  0.460
H (5.346514, -3.338946, -0.619231)  0.361
N (4.725850, 0.709772, 8.819397)  -0.516
C (4.287605, 0.632548, 7.747823)  0.141
C (3.717594, 0.546346, 6.494548)  0.473
C (2.732115, -0.472618, 6.240143)  -0.672
C (2.236322, -0.651132, 5.000209)  -0.489
C (2.636842, 0.231113, 3.919673)  0.115
C (3.625864, 1.256390, 4.184163)  -0.572
C (4.122588, 1.424675, 5.426091)  -0.648
C (1.953159, 0.194051, 2.741879)  3.025
C (1.223485, 0.229663, 1.747771)  -2.361
H (2.423052, -1.095482, 7.065409)  0.436
H (1.505571, -1.414445, 4.783536)  0.463
H (3.903248, 1.901583, 3.366033)  0.464
H (4.835311, 2.205676, 5.646949)  0.445

Cartesian forces (eV/Å) of the 3 atoms listed first:
Au -0.73 -0.10 -1.40
F 0.14 -0.24 0.00
C -0.20 0.14 -0.10

no.,LUMO (eV)
1,-0.66
2,0.16
3,-1.20